1.
Density functional theory data (wB97M-V/def2-TZVPD) for C16H16N2O5S in the gas phase at a distorted geometry.

Each line ends with the natural charge from an NBO analysis.
CARTESIAN COORDINATES (ANGSTROEM)
C1 -4.1691 -3.2644 -0.6856  -0.638
C2 -4.0858 -1.7415 -0.7129  -0.064
O1 -3.3607 -1.2182 0.3862  -0.487
C3 -2.0117 -1.2383 0.3869  0.330
C4 -1.4091 -0.7186 1.5403  -0.259
C5 -0.0383 -0.6398 1.6389  -0.166
C6 0.7438 -1.0927 0.5906  -0.361
S1 2.5162 -1.0136 0.7677  2.278
O2 3.0057 -2.2883 1.2072  -0.931
O3 2.8824 0.1372 1.5404  -0.930
N1 3.1754 -0.9335 -0.8095  -0.695
N2 3.1542 -0.1241 -1.8649  -0.210
C7 2.3039 0.7612 -2.1776  0.034
C8 1.0853 1.2620 -1.5210  -0.122
C9 -0.0883 1.2641 -2.2708  -0.190
C10 -1.2997 1.6962 -1.7435  -0.286
C11 -1.2852 2.1519 -0.4479  0.304
C12 -0.1053 2.1888 0.2971  0.234
C13 1.0927 1.7516 -0.2103  -0.255
O4 -0.3738 2.6907 1.5408  -0.477
C14 -1.7545 2.9761 1.5565  0.238
O5 -2.3205 2.6239 0.3115  -0.489
C15 0.1739 -1.6389 -0.5376  -0.164
C16 -1.2045 -1.7068 -0.6499  -0.269
H1 -4.6263 -3.5907 0.2448  0.219
H2 -4.7758 -3.6120 -1.5171  0.218
H3 -3.1812 -3.7126 -0.7569  0.213
H4 -5.0858 -1.3137 -0.6017  0.198
H5 -3.6608 -1.3853 -1.6584  0.172
H6 -2.0500 -0.3777 2.3377  0.229
H7 0.4433 -0.2184 2.5064  0.246
H8 3.9642 -1.5657 -0.8383  0.413
H9 2.5012 1.1848 -3.1578  0.192
H10 -0.0595 0.8997 -3.2867  0.215
H11 -2.2090 1.6821 -2.3207  0.228
H12 1.9910 1.7788 0.3818  0.265
H13 -2.2432 2.4004 2.3580  0.158
H14 -1.9083 4.0525 1.7383  0.160
H15 0.8039 -2.0027 -1.3340  0.235
H16 -1.6318 -2.1208 -1.5485  0.217

Cartesian forces (eV/Å) of the 2 atoms listed first:
0.13 0.39 0.11
-0.24 -0.30 -0.27

Calculated values
- Orbital gap: 8.70 eV
- Highest occupied orbital energy: -8.13 eV
- Structure (SMILES): CCOc1ccc(S(=O)(=O)N/N=C\c2ccc3c(c2)OCO3)cc1
- M: 348.38 u
- Energy relative to the best compared isomer or geometry (same formula, charge and spin): 98.7 kcal/mol
- LUMO energy: 0.6 eV
- Strongest force on any atom: 1.6 eV/Å

---

2.
Density functional theory data (wB97M-V/def2-TZVPD) for 2 unconnected molecules or ions with the total composition C16H16N5O7S at a distorted geometry.

Each line ends with the natural charge from an NBO analysis.
CARTESIAN COORDINATES (ANGSTROEM)
C1 -3.2691 1.5165 2.3905  -0.632
C2 -2.3890 2.1684 1.3764  -0.076
O1 -1.5555 1.1254 0.7838  -0.482
C3 -0.9638 1.5457 -0.3652  0.682
C4 0.0563 0.5830 -0.9167  0.558
O2 -0.3760 -0.5409 -1.4204  -0.422
C5 -1.4347 -0.6021 -2.4280  -0.262
S1 -1.0152 -1.5007 1.2333  1.662
C6 0.1473 -2.8064 0.6843  -0.179
C7 -0.3574 -4.0562 0.3662  -0.238
C8 0.5257 -5.0582 -0.0527  -0.224
C9 1.8921 -4.7746 -0.1764  -0.232
C10 2.3776 -3.4898 0.1086  -0.208
C11 1.4933 -2.5021 0.5541  -0.262
O3 -1.1356 -1.4326 2.6878  -0.989
O4 -2.2250 -1.8234 0.4800  -1.035
O5 -1.2057 2.6447 -0.8585  -0.572
H1 -3.8047 2.3242 2.8990  0.200
H2 -3.9966 0.8577 1.9036  0.217
H3 -2.6957 0.9420 3.1240  0.248
H4 -2.9661 2.6636 0.5852  0.193
H5 -1.7035 2.8981 1.8296  0.199
H6 -0.9429 -1.0686 -3.2833  0.215
H7 -2.2006 -1.2582 -2.0164  0.235
H8 -1.8415 0.3805 -2.6986  0.197
H9 -1.4254 -4.2484 0.4467  0.228
H10 0.1401 -6.0569 -0.2707  0.201
H11 2.5858 -5.5596 -0.4850  0.201
H12 3.4395 -3.2557 0.0007  0.204
H13 1.8340 -1.5023 0.8203  0.243
O6 1.4696 0.4965 -3.2011  -0.516
N1 1.6354 1.7309 -2.9746  0.490
C12 1.6653 2.1005 -1.6190  -0.083
C13 1.3380 0.9059 -0.7713  -0.217
N2 1.6052 1.3498 0.6032  -0.207
N3 1.4270 0.4783 1.6228  -0.081
N4 1.1684 1.1728 2.6706  -0.034
N5 1.1254 2.5078 2.4027  -0.336
C14 1.3776 2.6147 1.0730  0.318
C15 1.4944 3.6975 0.1822  -0.383
C16 1.6827 3.3934 -1.1589  -0.107
O7 1.7558 2.5605 -3.8906  -0.462
H14 1.9433 0.0036 -0.9124  0.273
H15 1.5081 4.7055 0.5824  0.229
H16 1.8158 4.1693 -1.9110  0.247

Cartesian forces (eV/Å) of the 2 atoms listed first:
-0.32 -0.11 0.29
0.31 0.05 -0.22

Calculated values
- Orbital gap: 4.62 eV
- Highest occupied orbital energy: -3.73 eV
- Total charge: -1
- M: 422.40 u
- Energy relative to the best compared isomer or geometry (same formula, charge and spin): 0.0 kcal/mol
- LUMO energy: 0.9 eV
- Strongest force on any atom: 8.9 eV/Å

---

3.
Density functional theory data (wB97M-V/def2-TZVPD) for a molecular structure, C16H16N7O2S2Sm at a distorted geometry.

Each line ends with the Mulliken charge.
CARTESIAN COORDINATES (ANGSTROEM)
Sm1 -0.0324 0.1826 -0.2228  0.972
O1 -3.0268 1.0520 3.7731  -0.504
C1 -3.4976 1.8296 2.7646  1.292
C2 -4.7776 2.3615 2.8233  -0.730
C3 -5.2652 3.1963 1.8225  -0.539
C4 -4.4491 3.5183 0.7448  -0.776
C5 -3.1714 2.9918 0.6756  -0.311
C6 -2.6600 2.1187 1.6608  -0.557
C7 -1.3392 1.5377 1.4374  0.850
O2 -0.5868 2.0823 0.4909  -0.791
N1 -1.0182 0.3792 2.0553  -0.102
N2 0.2695 -0.0505 1.8522  -0.611
C8 0.3195 -1.4940 1.8281  -0.135
C9 1.6251 -1.9331 1.2284  0.585
C10 2.2892 -3.0813 1.6454  -0.857
C11 3.3996 -3.5043 0.9459  -0.174
C12 3.8336 -2.7680 -0.1511  -0.634
C13 3.1359 -1.6255 -0.4830  -0.230
N3 2.0630 -1.2011 0.1885  -0.307
H1 -3.6943 1.0154 4.4674  0.332
H2 -5.3983 2.1258 3.6821  0.285
H3 -6.2652 3.6020 1.9010  0.411
H4 -4.8033 4.1850 -0.0308  0.411
H5 -2.5172 3.2413 -0.1490  0.432
H6 0.0706 -1.9864 2.7662  0.493
H7 1.9087 -3.6347 2.4926  0.360
H8 3.9244 -4.4025 1.2443  0.406
H9 4.6954 -3.0674 -0.7295  0.370
H10 3.4527 -1.0101 -1.3177  0.403
C14 -5.7026 0.1091 -1.3966  -1.060
C15 -4.5552 0.0768 -2.3320  0.920
N4 -4.6090 0.1205 -3.6250  -0.796
N5 -3.2999 0.0939 -4.0171  0.201
C16 -2.4304 0.0576 -3.0012  0.240
S1 -0.7494 0.0441 -3.0831  -0.516
N6 -3.2439 0.0321 -1.9122  0.257
N7 -2.7631 0.0028 -0.6130  -0.405
H11 -6.6214 0.1662 -1.9735  0.359
H12 -5.6371 0.9792 -0.7391  0.175
H13 -5.7212 -0.7869 -0.7753  0.306
H14 -3.0542 0.1139 -4.9915  0.181
H15 -2.7147 -0.9471 -0.2253  0.266
H16 -3.3041 0.6227 -0.0154  0.003
S2 -0.8725 -2.2611 0.5255  -0.473

Cartesian forces (eV/Å) of the 2 atoms listed first:
-0.10 -0.72 -2.84
-0.14 0.11 -0.11

Calculated values
- Orbital gap (alpha / beta): 6.97 / 7.10 eV
- 2S+1: 6
- Highest occupied orbital energy (alpha / beta): -6.65 / -6.78 eV
- M: 552.85 u
- Energy relative to the best compared isomer or geometry (same formula, charge and spin): 24.2 kcal/mol
- LUMO energy (alpha / beta): 0.3 / 0.3 eV
- Strongest force on any atom: 2.9 eV/Å

---

4.
Density functional theory data (wB97M-V/def2-TZVPD) for a molecular structure, C16H17BiN2O4Se4Si.

Each line ends with the natural charge from an NBO analysis.
CARTESIAN COORDINATES (ANGSTROEM)
Bi1 -0.0812 -0.4782 -0.2929  1.803
O1 -0.3120 2.0443 3.5736  -0.701
C1 -0.0391 1.3981 2.5606  0.752
O2 -0.8188 0.8789 1.7115  -0.783
C2 1.4528 1.1582 2.2825  0.119
C3 2.4596 1.6361 3.1082  -0.221
C4 3.7775 1.3740 2.7656  -0.181
C5 4.0616 0.6474 1.6173  -0.224
C6 2.9993 0.2042 0.8475  0.109
N1 1.7458 0.4648 1.1910  -0.488
C7 3.1854 -0.5935 -0.4422  0.756
O3 4.3311 -0.8351 -0.8017  -0.669
O4 2.0993 -0.9311 -1.0277  -0.803
H1 2.1753 2.1973 3.9869  0.238
H2 4.5846 1.7377 3.3914  0.199
H3 5.0669 0.4140 1.2973  0.235
Se1 -0.8440 -2.3699 1.7373  -0.534
Se2 -0.8242 -4.4152 0.6043  -0.101
Se3 -2.1742 -3.9049 -1.2132  -0.105
Se4 -0.7973 -2.4301 -2.3936  -0.567
C8 -3.2949 0.1693 -0.4798  -1.169
Si1 -2.6590 1.4499 -1.6921  1.838
C9 -3.3336 0.9615 -3.3885  -1.138
C10 -3.4446 3.0997 -1.2090  -1.131
N2 -0.9535 1.4871 -1.5793  -1.233
C11 -0.1215 2.3915 -2.1674  0.204
C12 1.2315 2.5103 -1.7642  -0.279
C13 2.0992 3.4171 -2.3395  -0.184
C14 1.6795 4.2773 -3.3514  -0.321
C15 0.3580 4.1871 -3.7699  -0.219
C16 -0.5169 3.2739 -3.2052  -0.262
H4 -4.3895 0.1907 -0.4666  0.228
H5 -2.9466 0.3669 0.5380  0.268
H6 -3.0190 -0.8546 -0.7541  0.254
H7 -4.4253 0.8815 -3.3583  0.212
H8 -2.9259 -0.0161 -3.6587  0.252
H9 -3.0669 1.6701 -4.1760  0.215
H10 -4.5359 3.0360 -1.2682  0.211
H11 -3.1155 3.9232 -1.8456  0.223
H12 -3.1716 3.3408 -0.1787  0.239
H13 1.5906 1.8704 -0.9670  0.202
H14 3.1248 3.4535 -1.9878  0.194
H15 2.3619 4.9884 -3.8006  0.187
H16 -0.0038 4.8371 -4.5611  0.185
H17 -1.5333 3.2246 -3.5742  0.188

Cartesian forces (eV/Å) of the 2 atoms listed first:
-0.01 0.09 0.02
-0.01 0.06 -0.03

Calculated values
- Orbital gap: 6.09 eV
- Highest occupied orbital energy: -1.51 eV
- Total charge: -2
- M: 854.23 u
- LUMO energy: 4.6 eV
- Strongest force on any atom: 0.2 eV/Å

---

5.
Density functional theory data (wB97M-V/def2-TZVPD) for a molecular structure, C16H17Cl3N3OPRuS4SbSe2Si at a distorted geometry.

Each line ends with the natural charge from an NBO analysis.
CARTESIAN COORDINATES (ANGSTROEM)
Ru1 1.1602 -1.8509 -0.2347  0.371
Se1 1.5988 1.1975 0.0499  -0.489
P1 -0.2716 1.1650 -1.0043  0.951
Se2 -1.6099 -0.4416 -0.5036  -0.528
C1 -0.0799 1.2738 -2.8271  -0.277
C2 -0.7285 0.3959 -3.6826  -0.206
C3 -0.5829 0.5337 -5.0553  -0.218
C4 0.2155 1.5418 -5.5730  -0.220
C5 0.8629 2.4218 -4.7166  -0.216
C6 0.7227 2.2843 -3.3448  -0.222
C7 -1.1264 2.7824 -0.7755  -0.379
C8 -2.3092 3.0144 -1.4737  -0.129
C9 -2.9450 4.2416 -1.3817  -0.242
C10 -2.4111 5.2424 -0.5791  -0.222
C11 -1.2456 5.0064 0.1346  -0.222
C12 -0.6071 3.7770 0.0406  -0.201
H1 -1.3345 -0.4026 -3.2783  0.250
H2 -1.0793 -0.1640 -5.7185  0.205
H3 0.3386 1.6428 -6.6452  0.197
H4 1.4868 3.2135 -5.1149  0.198
H5 1.2402 2.9495 -2.6630  0.225
H6 -2.7219 2.2263 -2.0929  0.219
H7 -3.8580 4.4236 -1.9361  0.201
H8 -2.8976 6.2089 -0.5156  0.197
H9 -0.8280 5.7836 0.7639  0.201
H10 0.3107 3.5809 0.5822  0.244
S1 -3.2805 -4.2565 2.8261  -0.919
Sb1 -1.7097 -5.2751 1.4247  0.942
S2 -0.3601 -3.7486 -0.3382  -0.086
S3 1.3854 -4.6821 -0.1551  -0.272
S4 -3.0305 -6.4423 -0.0740  -0.813
C13 0.1767 -1.7402 5.3311  -0.400
N1 0.6697 -2.3092 4.1007  -0.409
C14 2.0885 -2.6002 3.9723  -0.264
C15 2.2606 -2.4291 2.5051  0.444
O1 3.4297 -2.4904 1.8742  -0.858
N2 1.1121 -1.9884 1.9262  -0.564
C16 0.1913 -1.8873 2.8710  0.593
N3 -1.0644 -1.4257 2.7257  -0.851
H11 0.1158 -2.5134 6.1001  0.190
H12 -0.8166 -1.3348 5.1594  0.229
H13 0.8402 -0.9399 5.6871  0.170
H14 2.3346 -3.6131 4.3259  0.191
H15 2.7094 -1.8885 4.5572  0.161
H16 -1.2620 -1.1317 1.7752  0.423
H17 -1.7992 -2.0493 3.0832  0.429
Cl1 4.9519 -3.2895 -0.4047  -0.443
Si1 3.4911 -1.9556 0.2592  1.368
Cl2 1.5410 -1.8149 -2.4918  -0.487
Cl3 4.7254 -0.2421 0.5046  -0.463

Cartesian forces (eV/Å) of the 2 atoms listed first:
0.79 0.07 0.96
-0.13 -0.20 -0.21

Calculated values
- Orbital gap (alpha / beta): 4.94 / 4.67 eV
- 2S+1: 6
- Highest occupied orbital energy (alpha / beta): -0.89 / -1.95 eV
- Total charge: -2
- M: 941.77 u
- Energy relative to the best compared isomer or geometry (same formula, charge and spin): 39.4 kcal/mol
- LUMO energy (alpha / beta): 4.1 / 2.7 eV
- Strongest force on any atom: 1.6 eV/Å

---

6.
Density functional theory data (wB97M-V/def2-TZVPD) for a molecular structure, C16H17CuIN6S at a distorted geometry.

Each line ends with the natural charge from an NBO analysis.
CARTESIAN COORDINATES (ANGSTROEM)
Cu1 0.8855 0.3562 0.2937  1.171
C1 -5.1194 -0.0940 -0.2310  -0.626
C2 -4.4496 -0.4767 1.0639  -0.217
N1 -3.1431 -1.1601 0.8966  -0.575
C3 -1.9919 -0.5599 0.5786  0.291
S1 -0.5524 -1.4048 0.2197  -0.294
N2 -2.0458 0.7642 0.5546  -0.462
N3 -0.8675 1.2906 0.2416  -0.306
C4 -0.8065 2.5833 -0.0937  0.189
C5 -2.0160 3.4346 -0.0578  -0.691
C6 0.4927 3.0806 -0.4847  0.160
C7 0.6784 4.3846 -0.9714  -0.237
C8 1.9691 4.9097 -1.0557  -0.142
C9 3.0784 4.0835 -0.7233  -0.254
C10 2.8370 2.7781 -0.3277  0.069
N4 1.5771 2.3067 -0.2121  -0.500
H1 -6.0968 0.4200 -0.0475  0.216
H2 -5.2589 -0.9536 -0.9148  0.212
H3 -4.5092 0.6255 -0.7579  0.221
H4 -5.1012 -1.1581 1.6148  0.200
H5 -4.2707 0.3591 1.7833  0.217
H6 -3.1420 -2.1790 0.9312  0.407
H7 -2.7929 2.9096 0.5454  0.269
H8 -2.3704 3.6767 -1.1159  0.233
H9 -1.8217 4.4290 0.3960  0.230
H10 -0.2112 4.9448 -1.3843  0.232
H11 2.1435 5.9248 -1.3535  0.225
H12 4.0901 4.4528 -0.6534  0.232
H13 3.6230 2.1306 0.0708  0.252
N5 3.4704 0.2864 1.8804  -0.502
C11 2.4599 0.1200 1.3037  -0.223
I1 3.4120 -2.4286 -2.5907  0.126
C12 2.9457 -3.7231 -1.0082  0.102
C13 3.4774 -5.0392 -1.0932  -0.291
C14 3.0528 -5.9277 -0.1375  -0.157
C15 2.1981 -5.4752 0.8894  -0.266
C16 1.7852 -4.1636 0.8966  0.043
N6 2.1630 -3.2453 -0.0417  -0.441
H14 4.0916 -5.2831 -1.9436  0.233
H15 3.2797 -6.9861 -0.2198  0.221
H16 1.8114 -6.1666 1.6323  0.223
H17 1.0450 -3.8270 1.6266  0.212

Cartesian forces (eV/Å) of the 2 atoms listed first:
-0.62 0.60 0.24
-0.59 0.54 -0.43

Calculated values
- Orbital gap (alpha / beta): 7.24 / 7.07 eV
- 2S+1: 2
- Highest occupied orbital energy (alpha / beta): -8.02 / -8.00 eV
- M: 515.87 u
- Energy relative to the best compared isomer or geometry (same formula, charge and spin): 0.0 kcal/mol
- LUMO energy (alpha / beta): -0.8 / -0.9 eV
- Strongest force on any atom: 3.4 eV/Å

---

Q: The highest M belongs to which entry?
A: C16H17Cl3N3OPRuS4SbSe2Si